Record 1
Computed, not measured: 2 unconnected molecules or ions with the total composition C3H8SSi in a non-equilibrium geometry, with the ωB97M-V functional and the def2-TZVPD basis.

Summary:
- E_HOMO: -8.20 eV
- HOMO-LUMO gap: 7.59 eV
- E: -21950.034 eV
- M: 104.2 g mol⁻¹

Geometry as ORCA input:
```
! wB97M-V def2-TZVPD RIJCOSX def2/J DEFGRID3
* xyz 0 1
C -3.719 0.508 -1.086
C 0.563 0.048 1.322
C 2.770 -0.397 -0.388
Si 1.555 -1.483 0.593
S -4.308 -0.988 -0.794
H -3.588 0.921 -1.998
H -3.406 1.132 -0.356
H 1.278 0.808 1.442
H -0.261 0.308 0.740
H 0.127 -0.231 2.388
H 2.355 -0.107 -1.342
H 2.932 0.528 0.114
H 3.703 -1.046 -0.635
*
```


Record 2
Computed, not measured: a molecular structure, C3H4LuO4 in a non-equilibrium geometry, with the ωB97M-V functional and the def2-TZVPD basis.

Summary:
- E_HOMO: -12.89 eV
- HOMO-LUMO gap: 6.67 eV
- E: -44971.732 eV
- M: 279.0 g mol⁻¹

Geometry as ORCA input:
```
! wB97M-V def2-TZVPD RIJCOSX def2/J DEFGRID3
* xyz 1 1
C -3.002 0.490 0.413
C -2.061 -0.457 -0.158
O -3.040 -1.997 -0.906
C -3.031 -2.917 0.015
O -1.910 -3.270 0.547
O -4.009 -3.048 0.842
O -2.900 0.989 1.557
H -4.021 0.493 -0.016
H -1.182 -1.113 -0.138
H -1.269 0.233 -0.495
Lu -2.686 -2.782 2.656
H -2.803 -0.403 2.525
*
```


Record 3
Computed, not measured: 2 unconnected molecules or ions with the total composition F3HN2O2S in a non-equilibrium geometry, with the ωB97M-V functional and the def2-TZVPD basis.

Summary:
- E_HOMO (alpha / beta): -10.24 / -11.20 eV
- HOMO-LUMO gap (alpha / beta): 9.12 / 8.57 eV
- E: -26070.099 eV
- M: 150.1 g mol⁻¹

Geometry as ORCA input:
```
! wB97M-V def2-TZVPD RIJCOSX def2/J DEFGRID3
* xyz 0 1
N -1.800 -0.118 -0.155
N 1.794 -0.857 0.945
O 0.205 0.599 -1.793
O -0.738 2.069 0.077
F -1.653 -1.448 -0.717
F 2.300 0.188 1.532
F 2.433 -0.988 -0.251
S -0.293 0.799 -0.468
H -2.247 -0.244 0.830
*
```


Record 4
Computed, not measured: 5 unconnected molecules or ions with the total composition C21H49FNO12 in a non-equilibrium geometry, with the ωB97M-V functional and the def2-TZVPD basis.

Summary:
- E_HOMO: -11.97 eV
- HOMO-LUMO gap: 10.19 eV
- E: -51325.769 eV
- M: 526.6 g mol⁻¹

Geometry as ORCA input:
```
! wB97M-V def2-TZVPD RIJCOSX def2/J DEFGRID3
* xyz 1 1
N -0.066 0.009 -0.156
H -0.598 0.623 0.279
H -0.324 -0.830 0.357
H 0.935 0.382 -0.227
H -0.442 -0.137 -1.007
C 0.384 -3.983 0.622
C 0.796 -5.142 1.502
O 0.492 -4.755 2.807
C 0.122 -3.511 2.810
O -0.030 -2.924 3.867
O -0.037 -3.020 1.638
F 2.107 -5.404 1.448
H -0.614 -4.099 -0.063
H 1.208 -3.488 -0.030
H 0.258 -6.012 1.344
C 1.497 0.471 -3.432
O 2.011 -0.232 -2.352
C 3.447 -0.239 -2.231
C 3.861 -0.937 -0.953
O 3.295 -0.505 0.040
C 3.517 -1.342 1.203
C 3.037 -0.562 2.460
O 1.601 -0.508 2.263
C 0.918 0.111 3.281
H 2.094 0.357 -4.385
H 1.120 1.466 -3.427
H 0.464 0.217 -3.857
H 3.937 0.768 -2.246
H 3.922 -0.579 -3.029
H 5.125 -0.839 -0.955
H 3.592 -2.170 -0.840
H 4.534 -1.623 1.562
H 3.194 -2.443 1.122
H 3.292 0.449 2.691
H 3.201 -1.339 3.360
H -0.123 0.156 2.979
H 1.288 0.997 3.551
H 0.823 -0.056 4.253
C -0.313 3.805 -2.105
O -1.120 2.561 -2.085
C -2.196 2.543 -2.949
C -3.123 1.348 -2.420
O -2.545 0.302 -2.627
C -3.128 -0.840 -2.106
C -2.382 -2.061 -2.661
O -1.043 -1.982 -2.200
C -0.104 -2.676 -3.084
H -1.104 4.561 -2.145
H 0.224 3.948 -3.067
H 0.373 3.770 -1.330
H -1.634 2.491 -3.877
H -2.875 3.418 -3.133
H -3.848 1.287 -3.009
H -3.263 1.485 -1.405
H -4.005 -1.014 -2.587
H -3.179 -0.872 -0.921
H -2.528 -2.016 -3.622
H -3.104 -2.828 -2.415
H 0.814 -2.534 -2.772
H -0.282 -2.101 -4.214
H -0.486 -3.651 -3.132
C 2.328 2.713 0.620
O 0.935 2.727 0.840
C 0.649 3.527 1.932
C -0.940 3.532 2.095
O -1.201 2.358 2.196
C -2.605 2.243 2.510
C -2.856 0.722 2.763
O -2.576 -0.020 1.557
C -3.084 -1.399 1.782
H 2.699 2.171 -0.366
H 2.907 2.117 1.238
H 2.791 3.647 0.343
H 0.670 4.679 1.555
H 1.004 3.382 2.928
H -1.212 4.215 1.315
H -1.032 3.967 3.036
H -3.012 2.550 1.529
H -2.929 2.921 3.402
H -3.891 0.559 3.050
H -2.183 0.385 3.488
H -2.763 -2.007 1.098
H -4.044 -1.427 2.079
H -2.621 -1.808 2.590
*
```


Record 5
Computed, not measured: a single CH2FN5 molecule in a non-equilibrium geometry, with the ωB97M-V functional and the def2-TZVPD basis.

Summary:
- E_HOMO (alpha / beta): -9.59 / -9.63 eV
- HOMO-LUMO gap (alpha / beta): 8.41 / 8.13 eV
- E: -11229.959 eV
- M: 103.1 g mol⁻¹

Geometry as ORCA input:
```
! wB97M-V def2-TZVPD RIJCOSX def2/J DEFGRID3
* xyz 0 1
C -0.889 -1.882 0.399
N -1.483 -2.682 1.045
N -0.464 -1.010 -0.488
N 0.066 0.175 -0.493
N 0.372 0.658 0.991
N 0.428 0.432 -1.728
F 0.913 1.752 -1.788
H 1.317 1.061 1.051
H -0.259 1.496 1.012
*
```


Record 6
Computed, not measured: 2 unconnected molecules or ions with the total composition C3H9NS2 in a non-equilibrium geometry, with the ωB97M-V functional and the def2-TZVPD basis.

Summary:
- E_HOMO: -8.59 eV
- HOMO-LUMO gap: 8.67 eV
- SMILES: C=CN.CSS
- E: -26415.695 eV
- M: 123.2 g mol⁻¹

Geometry as ORCA input:
```
! wB97M-V def2-TZVPD RIJCOSX def2/J DEFGRID3
* xyz 0 1
C -1.234 1.450 1.881
S 0.311 1.570 0.947
S 1.103 -0.425 1.430
H -1.666 2.401 1.805
H -1.844 0.700 1.361
H -0.951 1.217 2.894
H 0.994 -1.109 0.151
C 0.325 -0.365 -2.608
C -0.889 -0.986 -2.539
N -0.905 -2.341 -1.992
H 0.972 -0.591 -1.728
H 0.521 0.539 -3.011
H -1.765 -0.578 -3.090
H -0.103 -2.579 -1.460
H -1.663 -2.522 -1.413
*
```